[1]
An isolated molecule of C3H3N5 at a distorted geometry. Source: OMol25; level of theory: wB97M-V/def2-TZVPD.

Geometry as XYZ:
```
11
Properties=species:S:1:pos:R:3:forces:R:3:mulliken_charge:R:1
N -0.1098 -1.0709 0.1413 -2.96 -0.23 1.13 -0.364
H -0.8663 2.1980 0.9726 0.04 -1.26 -1.86 0.309
C -0.4140 1.4674 0.2000 -0.77 -2.54 0.87 0.016
N 2.0381 -0.3680 -0.5562 -0.79 -1.09 1.16 -0.199
N -2.2290 -0.0716 -0.5785 0.05 -3.17 1.27 -0.611
N 1.7478 0.8438 -0.5732 0.50 -0.07 -1.83 -0.207
C 1.0892 -1.3606 0.1842 2.43 3.57 -0.08 0.121
C -0.9892 0.0163 -0.2036 -1.33 0.25 -0.12 0.377
H -2.7553 -1.1567 -0.5141 2.74 3.76 -0.56 0.297
N 0.8230 1.5830 0.0603 1.41 0.27 1.43 -0.059
H 1.6655 -2.0807 0.8671 -1.30 0.53 -1.41 0.320
```
Forces are in eV/Å.

- 2S+1 = 1
- maximum force (eV/Å) = 4.7
- SMILES = [H]/N=c1/cnnncn1
- orbital gap (eV) = 8.3


[2]
A cluster of 2 separate species, C8H19N2S in total at a distorted geometry. Source: OMol25; level of theory: wB97M-V/def2-TZVPD.

Geometry as XYZ:
```
30
Properties=species:S:1:pos:R:3:forces:R:3:mulliken_charge:R:1
C -0.2850 -1.2462 2.3746 1.04 2.15 2.28 -1.530
H 2.2306 1.7622 0.7642 0.39 1.29 -0.56 0.340
H -3.9427 0.1958 -1.3575 1.45 -0.12 0.06 0.298
H 2.0008 -1.7559 0.0965 -0.12 -0.21 -0.22 0.219
H -3.3106 1.4658 0.2435 0.10 0.26 0.41 0.328
C 2.3160 0.8455 1.2753 -2.04 -1.30 -0.33 -0.556
H -0.4518 -0.3148 3.0151 -0.17 -1.48 -0.50 0.321
H 2.1355 0.4522 -1.5491 1.11 -1.14 2.27 0.115
H 2.2404 0.0138 -3.2956 0.95 -1.14 -0.65 0.426
N 1.2507 0.1467 1.2375 0.40 0.27 0.10 -0.214
H -2.5019 -0.6613 -2.2111 -0.91 0.11 0.20 0.257
C 1.5527 -2.2578 0.9573 0.77 0.63 -0.63 -1.089
H -3.0303 0.9231 -2.6482 -0.38 0.79 -1.32 0.467
C -2.9208 0.2841 -1.8166 -0.55 -1.66 -1.05 -0.882
C 1.1373 -1.1692 1.9270 2.23 0.87 0.48 0.425
H 0.0130 1.0380 -0.4125 0.18 0.33 -0.37 0.255
S 0.0057 -0.0345 -2.5864 0.88 -0.02 -0.75 0.027
C -2.2825 1.7507 0.0178 -0.62 1.05 2.29 -0.846
H -2.3309 2.8122 -0.3485 0.32 -1.01 0.23 0.348
C -0.6253 0.7341 -1.2476 0.31 -0.46 0.47 0.164
H -1.6754 1.6943 1.0148 -0.80 -0.07 -2.12 0.277
H 2.3341 -2.9320 1.2950 -0.24 -0.14 0.42 0.326
H 0.6897 -2.7848 0.6331 -0.61 -0.78 -0.42 0.324
H 1.9074 -1.1467 2.7597 -1.14 -0.12 -0.46 0.373
H 1.8791 1.6027 -2.7281 -0.70 -1.12 -0.09 0.336
H 3.2467 0.5682 1.6953 0.91 -0.38 0.81 0.333
C 1.7618 0.4985 -2.5009 -1.89 2.97 -1.44 -0.757
H -0.5465 -2.1453 2.8607 -0.09 -0.92 0.95 0.447
H -0.9103 -1.1681 1.5578 -1.35 0.26 -2.02 0.327
N -1.8874 0.8284 -1.0232 0.57 1.12 1.95 0.140
```
Forces are in eV/Å.

- 2S+1 = 1
- maximum force (eV/Å) = 3.8
- total charge = +1
- orbital gap (eV) = 9.2


[3]
A structure of composition C7H12O4Tl at a distorted geometry. Source: OMol25; level of theory: wB97M-V/def2-TZVPD.

Geometry as XYZ:
```
24
Properties=species:S:1:pos:R:3:forces:R:3:lowdin_spin:R:1
H 1.5176 1.9325 0.9798 -0.28 0.07 -0.31 0.002
C 0.2739 0.3891 0.1327 -1.55 3.54 0.79 -0.023
H 2.1497 -0.7639 2.0037 -0.14 0.02 -0.27 0.020
C 0.9596 1.6321 0.0821 -1.69 -1.61 1.21 0.105
C -0.8579 0.1578 -0.8414 0.86 -0.51 -0.81 -0.005
H 3.2700 -1.9909 1.4096 -0.39 0.20 -0.44 0.001
O -5.3203 -0.3660 -1.6484 0.98 0.36 0.24 0.000
H -0.7529 0.8358 -1.7022 -0.04 -0.09 0.23 0.000
H 1.1922 -1.5037 -0.9855 -0.15 2.26 0.13 0.015
H 4.1565 0.2524 1.5554 0.13 0.01 0.34 0.000
H 0.5469 2.4272 -0.5483 0.58 -0.44 -0.21 0.002
Tl 2.8986 0.7126 -0.9872 -0.02 1.86 -4.80 0.199
C 1.8151 -1.3265 -0.0950 0.97 -3.87 0.15 0.559
H -2.3373 -0.3544 0.6532 0.02 0.16 -0.07 0.000
H 0.1248 -0.0071 1.1459 0.55 -0.53 -0.48 0.006
H 1.9126 -2.4271 -0.1578 0.07 -0.39 0.54 0.024
O -4.8159 0.5499 0.3405 0.88 0.13 0.10 0.000
O -3.2164 0.0725 -1.1754 2.54 -0.14 -0.43 0.000
H -2.3380 1.3589 0.1883 0.07 -0.17 0.04 0.000
C 2.7036 -1.0958 1.1126 -0.12 0.43 0.34 0.067
O 3.6745 -0.0621 0.7856 1.18 -1.14 3.02 0.035
C -4.5484 0.0992 -0.7882 -3.00 -0.45 0.25 0.000
H -0.7835 -0.8579 -1.2611 -0.29 0.12 0.12 -0.002
C -2.2250 0.3351 -0.1988 -1.17 0.17 0.31 -0.002
```
Forces are in eV/Å.

- 2S+1 = 2
- maximum force (eV/Å) = 5.1
- ⟨S²⟩ = 0.773
- orbital gap (alpha / beta) (eV) = 4.6 / 3.2


[4]
A cluster of 5 separate species, C12H28BrN4O4 in total at a distorted geometry. Source: OMol25; level of theory: wB97M-V/def2-TZVPD.

Geometry as XYZ:
```
49
Properties=species:S:1:pos:R:3:forces:R:3:mulliken_charge:R:1
C 3.7886 -1.4043 -1.2988 1.51 0.58 0.16 -0.799
H 1.2216 -1.9213 -0.8418 1.94 -2.30 -2.28 -0.003
H 2.1146 -3.0723 3.5942 -0.80 0.82 0.46 0.306
C 0.6476 -0.2283 4.6632 1.62 0.87 3.52 0.667
H -0.9954 -0.3283 -3.0498 -2.31 0.47 -0.38 0.210
H 2.5506 3.9317 -0.1208 -0.82 -3.01 -0.63 0.227
C 0.6856 -3.4703 -2.3238 3.48 2.27 -1.33 -0.807
H -0.8424 0.8147 3.6492 0.10 0.20 -0.21 0.204
N -2.8134 0.0467 -1.9018 1.64 -0.41 -1.58 0.092
H -1.5254 2.1887 0.3552 -1.10 1.82 -1.02 0.019
H 2.8316 2.0487 -0.7938 -1.31 1.03 0.78 0.239
H 3.2696 -1.4333 -0.4268 -0.30 0.53 3.99 0.259
N 1.7426 -2.6403 -1.6028 -4.67 1.67 3.34 0.013
C -1.7684 3.0667 -0.3918 0.71 -0.86 2.71 -0.434
H 0.9996 -2.7093 5.0392 0.74 -0.69 -0.15 0.282
H -2.1804 0.6917 -3.8058 -0.76 4.77 -3.25 0.441
C 2.1146 2.9267 -0.7018 1.20 2.80 -0.18 -0.893
O 0.6496 -0.2783 5.9312 -0.28 -0.66 -2.43 -0.717
H 0.3956 1.7937 -0.1428 0.51 -0.12 0.46 0.092
H -5.1044 -0.4123 -0.2768 -1.12 -0.61 -0.61 0.366
H -2.2064 2.5967 -1.2118 -0.83 -0.93 -1.54 0.023
C -0.3554 3.4957 -0.9208 -0.06 -3.08 3.31 0.544
H -2.4704 -1.1083 -3.8368 0.15 2.09 0.90 0.254
H -0.2494 -3.0443 -2.0068 -0.46 0.11 -0.49 0.243
H 0.7726 -4.4683 -2.0428 -0.02 -1.80 0.72 0.319
H -2.6384 3.7977 -0.0238 2.73 -1.08 -0.53 0.314
H 2.7226 -2.2743 5.0162 -0.27 0.66 -0.06 0.244
C 3.0186 -2.4833 -1.9258 -1.61 2.84 0.39 0.709
H -3.8824 0.3117 0.2702 1.67 0.67 1.34 0.340
C 0.1776 1.0077 4.0032 -0.92 0.12 -1.78 -0.853
C 1.8196 -2.3423 4.3932 -0.46 -1.30 0.42 -0.838
H 0.1296 1.8387 4.6572 -0.02 0.48 1.06 0.362
H 1.1106 -0.9993 2.8272 0.39 -0.36 2.20 0.069
Br -0.1664 -0.8013 0.5472 -0.05 0.17 -0.06 -0.822
C -2.1394 -0.1273 -3.2958 1.86 -7.03 5.33 -0.917
C -4.0674 0.5427 -1.8038 -1.96 -0.70 -1.88 0.810
O -0.2134 4.3847 -1.6558 0.80 3.72 -2.84 -0.578
O 3.5176 -3.0263 -2.8238 2.65 -4.38 -5.09 -0.635
N 1.2716 -1.1183 3.8892 0.00 0.43 -3.29 -0.030
H -2.2484 -0.2793 -1.0708 -0.89 0.73 -1.19 0.036
H 1.0106 -3.4543 -3.4308 -1.19 0.27 1.45 0.267
H 2.0766 3.3807 -1.6658 0.58 0.22 -1.28 0.378
N 0.7276 2.6997 -0.4478 -2.40 -0.60 0.83 0.027
H 0.7796 1.3457 3.1442 -0.21 -0.55 0.13 0.222
H -5.2634 1.2607 -0.0758 -1.59 2.32 0.37 0.372
O -4.8234 0.7537 -2.7918 1.95 0.14 1.59 -0.709
H 3.5406 -0.3863 -1.6148 0.36 -0.33 -0.79 0.116
H 4.8996 -1.6553 -1.2348 -1.73 0.54 -0.06 0.278
C -4.6334 0.5407 -0.4218 1.54 -2.52 -0.52 -1.307
```
Forces are in eV/Å.

- 2S+1 = 1
- maximum force (eV/Å) = 9.0
- total charge = -1
- orbital gap (eV) = 9.2


[5]
An isolated molecule of FH3N2OS at a distorted geometry. Source: OMol25; level of theory: wB97M-V/def2-TZVPD.

Geometry as XYZ:
```
8
Properties=species:S:1:pos:R:3:forces:R:3:lowdin_spin:R:1
H -0.5913 -1.1680 -1.3873 0.38 0.97 -0.01 0.005
S 1.7295 0.7521 1.2149 -0.66 -1.31 -0.75 0.307
F -1.2436 1.1738 0.5791 -2.29 0.52 1.06 0.105
H 2.7821 0.7138 0.3165 -0.61 -0.31 0.43 0.021
O 0.6148 -0.2609 0.5647 8.05 -1.44 4.65 0.619
N -1.2204 -0.5636 -0.8571 -1.27 0.26 0.25 0.147
N -0.5654 0.5200 -0.3273 -2.87 1.51 -6.21 0.771
H -1.5058 -1.1673 -0.1035 -0.74 -0.21 0.57 0.025
```
Forces are in eV/Å.

- 2S+1 = 3
- maximum force (eV/Å) = 9.4
- ⟨S²⟩ = 2.009
- orbital gap (alpha / beta) (eV) = 7.0 / 7.3


[6]
The ion C10H11N2 with charge +1 at a distorted geometry. Source: OMol25; level of theory: wB97M-V/def2-TZVPD.

Geometry as XYZ:
```
23
Properties=species:S:1:pos:R:3:forces:R:3:mulliken_charge:R:1
C -1.5659 1.8429 0.0128 -0.30 0.49 0.02 -0.316
C 2.1948 1.2788 -0.0071 -0.23 -0.22 0.01 -0.152
C 1.0382 2.0420 -0.0136 0.36 0.26 -0.02 -0.686
N -0.1055 -0.4502 -0.0612 -0.37 5.10 0.15 -0.198
C -0.2327 1.5808 -0.0181 0.41 -4.42 -0.07 0.484
C -3.7647 -1.0643 0.0288 -0.18 -0.17 0.09 -1.374
C 2.2571 -0.1179 -0.0100 -0.49 0.21 -0.02 0.629
H 3.7341 -1.3860 -0.8757 0.04 0.00 -0.04 0.353
H 3.6176 -1.5030 0.8679 0.04 0.00 0.06 0.367
H 1.2359 -2.0036 -0.0822 -0.04 -0.01 0.02 0.451
C 3.5796 -0.8039 0.0334 0.16 -0.22 -0.07 -1.525
H 1.1341 3.1253 -0.0082 -0.06 0.02 0.01 0.405
H 3.1331 1.8128 0.0047 0.04 0.07 0.02 0.360
H -1.3059 -2.1286 -0.1047 0.05 0.04 0.01 0.418
H -4.5693 -0.4405 -0.3478 0.00 0.00 -0.07 0.388
C 1.1187 -0.9219 -0.0550 0.60 -0.48 -0.02 0.007
C -1.2767 -1.0409 -0.0703 -0.61 -0.45 0.00 -0.004
H -1.8545 2.8962 0.0377 0.24 0.02 0.00 0.336
C -2.4788 -0.3196 -0.0172 0.57 -0.25 -0.07 0.414
H -4.0012 -1.3106 1.0657 -0.02 -0.04 0.04 0.286
N -2.5734 1.0021 0.0221 -0.23 0.09 -0.01 -0.422
H -3.7115 -1.9924 -0.5332 -0.03 -0.08 -0.04 0.402
H 4.3970 -0.0974 0.1313 0.05 0.03 0.02 0.378
```
Forces are in eV/Å.

- 2S+1 = 1
- maximum force (eV/Å) = 5.1
- total charge = +1
- orbital gap (eV) = 8.1